No. 1
Below is 2 unconnected molecules or ions with the total composition C17H31ClFN3 in a non-equilibrium geometry, with properties calculated with ωB97M-V/def2-TZVPD.

Last column: Mulliken charge in e.
Geometry (Å):
1 Cl -0.0640 6.1839 -2.9220  -0.090
2 C 0.9339 4.7860 -3.5020  -0.420
3 N 0.9502 3.6709 -2.5330  -0.247
4 C 1.5736 4.0990 -1.1661  -0.470
5 C 1.6221 2.9002 -0.2539  -0.657
6 N 1.1119 1.7369 -0.9581  -0.117
7 F 0.5292 -1.6481 0.2729  -0.319
8 C 1.8755 1.3916 -2.1668  -0.649
9 C 1.8162 2.5546 -3.1224  -0.517
10 C -0.3210 1.9053 -1.3405  -0.522
11 C -0.4602 3.0671 -2.2884  -0.649
12 H 0.4972 4.4358 -4.4447  0.402
13 H 1.9719 5.1500 -3.6294  0.410
14 H 2.5920 4.4489 -1.4152  0.377
15 H 0.9365 4.9023 -0.7807  0.433
16 H 2.6464 2.6824 0.0696  0.373
17 H 1.0064 3.0535 0.6446  0.335
18 H 2.9074 1.1494 -1.9030  0.387
19 H 1.4228 0.4985 -2.6111  0.341
20 H 1.3389 2.2850 -4.0828  0.410
21 H 2.8028 2.9973 -3.2961  0.382
22 H -0.6398 0.9661 -1.8078  0.341
23 H -0.9181 2.0481 -0.4294  0.337
24 H -1.0777 3.8752 -1.8953  0.412
25 H -0.8098 2.7437 -3.2826  0.391
26 C -4.0466 -2.2411 1.5616  -0.655
27 C -3.2533 -1.2256 2.3929  -0.905
28 C -1.7665 -1.2352 2.0325  -0.561
29 N -1.1641 -2.6029 2.1184  0.388
30 C 0.1811 -2.7130 2.2308  0.336
31 C 0.9211 -1.5234 1.6246  0.211
32 C 2.3837 -1.8995 1.6413  -0.866
33 C 2.4661 -3.4214 1.5915  -0.788
34 C 1.0080 -3.8801 1.6660  -0.721
35 C -1.9030 -3.6716 1.4360  -0.548
36 C -3.4191 -3.6262 1.6725  -0.820
37 H -5.0760 -2.2805 1.9216  0.346
38 H -4.1012 -1.9100 0.5090  0.309
39 H -3.6781 -0.2144 2.2493  0.360
40 H -3.3306 -1.4757 3.4608  0.380
41 H -1.6360 -0.8627 0.9869  0.382
42 H -1.2304 -0.5416 2.7092  0.341
43 H 0.7340 -0.5220 2.0410  0.371
44 H 2.8906 -1.3883 0.8243  0.311
45 H 2.8129 -1.5925 2.5852  0.458
46 H 2.9639 -3.8172 0.7069  0.329
47 H 3.0892 -3.7547 2.4238  0.305
48 H 0.9459 -4.8857 2.0388  0.520
49 H 0.6638 -4.0326 0.6263  0.413
50 H -1.7018 -3.5964 0.3388  0.346
51 H -1.5121 -4.6483 1.7863  0.379
52 H -3.5732 -4.0000 2.6955  0.363
53 H -3.9126 -4.3211 0.9724  0.340

Force components x, y, z for each atom (eV/Å):
0.58 -0.89 -0.33
-0.18 1.16 0.02
-0.14 -0.91 1.16
0.01 0.82 -1.30
-0.17 -0.90 0.25
-0.90 -1.25 0.10
-0.39 0.67 0.44
-0.36 -0.28 1.07
-0.15 1.03 -1.10
1.10 -0.82 0.98
0.49 1.03 -1.04
0.21 0.10 0.29
-0.66 -0.25 -0.02
-0.61 0.18 0.08
0.37 -0.05 -0.23
-0.19 0.14 -0.04
0.23 0.00 -0.28
-0.11 0.07 0.04
0.14 0.16 0.13
0.39 0.22 0.35
-0.22 -0.05 -0.16
0.01 0.25 0.10
0.20 0.04 -0.25
0.03 -0.06 -0.22
0.00 0.36 0.36
0.24 0.28 -0.22
-0.13 -0.29 0.13
-0.34 0.82 -0.07
3.19 0.25 -0.07
-3.15 -0.41 -3.64
1.60 0.60 0.76
0.19 0.34 0.11
0.20 0.02 0.14
0.09 -0.59 0.22
-0.76 -1.18 0.00
0.01 -0.25 0.44
0.07 -0.02 -0.04
0.12 -0.12 0.30
0.44 -0.40 0.13
-0.15 0.11 -0.19
0.05 -0.50 0.63
-0.20 -0.62 -0.36
-0.16 -0.43 -0.55
0.06 0.02 0.10
0.15 0.47 0.19
-0.25 0.12 -0.12
-0.37 -0.21 0.05
-0.48 -0.27 0.87
-0.30 0.47 0.27
0.27 0.26 0.71
-0.15 0.60 -0.27
-0.20 0.00 -0.26
0.33 0.16 0.35

Its charge is +2. The value obtained for the energy relative to the best compared isomer or geometry (same formula, charge and spin) is 87.0 kJ/mol. The lowest unoccupied orbital energy comes out at -7.120 eV.

No. 2
Below is C2H7NOSi in the gas phase in a non-equilibrium geometry, with properties calculated with ωB97M-V/def2-TZVPD.

Last column: Mulliken charge in e.
Geometry (Å):
1 C 0.6692 2.2463 -0.2245  -0.653
2 C 0.5474 1.0114 -0.7343  -0.038
3 N 0.4166 -0.2806 0.3001  -0.356
4 Si -0.5643 -1.5814 -0.2097  0.444
5 O -0.9844 -2.1583 1.3258  -0.488
6 H 1.0882 3.1299 -0.8426  0.220
7 H 0.7967 2.4500 0.8508  0.247
8 H 0.7724 0.6934 -1.7189  0.333
9 H 0.1434 0.0717 1.2338  0.252
10 H -1.6818 -1.1829 -1.1042  -0.117
11 H -0.0077 -2.7330 -0.9066  -0.126
12 H -1.1957 -1.6666 2.0304  0.282

Force components x, y, z for each atom (eV/Å):
1.78 0.65 -1.01
0.33 -1.78 4.59
0.41 4.30 -2.65
-1.07 -0.56 1.81
1.03 -3.24 -5.11
-1.20 -1.68 0.67
-0.69 -0.39 -0.48
-0.24 -0.08 -0.85
0.41 -0.20 -0.91
-0.07 0.18 0.23
0.55 -0.12 0.00
-1.24 2.92 3.73

As for the SMILES: C=CN[SiH2]O. The value obtained for the energy relative to the best compared isomer or geometry (same formula, charge and spin) is 125.0 kJ/mol. The lowest unoccupied orbital energy comes out at 0.797 eV.

No. 3
Below is 9 unconnected molecules or ions with the total composition C29H46O38S10 in a non-equilibrium geometry, with properties calculated with ωB97M-V/def2-TZVPD.

Last column: Mulliken charge in e.
Geometry (Å):
1 C -5.6324 2.5909 6.5583  -1.694
2 C -5.1225 1.3219 5.9052  1.247
3 C -4.3694 1.5800 4.6117  -0.532
4 O -5.2593 1.5060 3.4950  -0.361
5 C -4.5915 1.3948 2.3268  0.695
6 O -3.5806 2.0350 2.1007  -0.577
7 C -5.1779 0.4490 1.3276  -0.728
8 S -4.1973 -1.0741 1.1896  0.166
9 C -2.5965 -0.4413 0.7261  0.874
10 C -2.5095 0.4075 -0.2937  -0.245
11 C -1.1562 0.9573 -0.6493  -0.098
12 O -0.9672 1.5375 -1.6915  -0.552
13 C -0.0569 0.7905 0.3143  -0.582
14 C -0.1673 -0.0731 1.3154  -0.784
15 C -1.4039 -0.8527 1.4963  0.130
16 O -1.4345 -1.7921 2.2643  -0.650
17 O -6.1900 0.3662 5.7145  -0.365
18 C -5.9957 -0.8312 6.3231  0.500
19 O -6.5743 -1.0899 7.3590  -0.580
20 C -5.1130 -1.8930 5.6841  -0.574
21 S -3.3352 -1.7277 6.0106  -0.133
22 H -6.4914 2.3712 7.1829  0.420
23 H -4.8605 2.9655 7.2185  0.399
24 H -5.9361 3.3420 5.8392  0.391
25 H -4.3875 0.8959 6.5827  0.069
26 H -3.6252 0.8023 4.4979  -0.138
27 H -3.8811 2.5424 4.7017  0.346
28 H -5.1907 0.9688 0.3785  0.368
29 H -6.2011 0.1835 1.5551  0.508
30 H -3.3622 0.7193 -0.8636  0.512
31 H 0.8286 1.3806 0.1701  0.688
32 H 0.6495 -0.2182 1.9999  0.581
33 H -5.3902 -2.8347 6.1275  0.474
34 H -5.3278 -1.9398 4.6219  0.340
35 H -2.8594 -1.1105 4.9183  0.028
36 O 4.6574 0.1330 0.6334  -0.538
37 S 4.4674 1.2692 -0.1997  0.978
38 O 4.6221 2.5846 0.2968  -0.582
39 O 3.0336 1.1259 -0.8988  -0.222
40 C 3.1770 1.1518 -2.3316  -0.396
41 C 4.5526 0.5805 -2.5831  0.180
42 O 5.3572 1.1093 -1.5120  -0.263
43 H 3.1046 2.1883 -2.6646  0.313
44 H 2.3888 0.5659 -2.7954  0.359
45 H 4.9609 0.8808 -3.5464  -0.173
46 H 4.5524 -0.5094 -2.5040  0.305
47 O 4.6601 -4.7647 4.6985  -0.547
48 S 5.6858 -4.2551 3.8639  1.094
49 O 6.5962 -5.1113 3.1973  -0.532
50 O 6.5038 -3.1529 4.6919  -0.315
51 C 6.4816 -1.8956 3.9999  -0.331
52 C 5.1781 -1.9057 3.2333  0.023
53 O 5.0435 -3.2634 2.7839  -0.275
54 H 7.3405 -1.8571 3.3273  0.309
55 H 6.5407 -1.0778 4.7123  0.311
56 H 5.1819 -1.2277 2.3863  0.108
57 H 4.3319 -1.6736 3.8841  0.229
58 O -0.2842 6.8042 -0.0648  -0.548
59 S -1.6158 6.8174 -0.5505  1.082
60 O -2.2619 8.0241 -0.9152  -0.552
61 O -2.5349 6.0189 0.4929  -0.338
62 C -3.2035 4.9341 -0.1669  -0.025
63 C -2.2712 4.5395 -1.2910  0.050
64 O -1.7434 5.7874 -1.7684  -0.305
65 H -4.1586 5.3006 -0.5501  0.334
66 H -3.3797 4.1213 0.5341  0.063
67 H -2.7771 4.0131 -2.0939  0.052
68 H -1.4420 3.9332 -0.9251  0.195
69 O -6.0090 -3.0157 -0.8954  -0.451
70 S -5.5330 -4.2582 -1.3802  1.034
71 O -5.2530 -4.4602 -2.7544  -0.556
72 O -6.5108 -5.4133 -0.8577  -0.324
73 C -5.7726 -6.3839 -0.1014  -0.345
74 C -4.6234 -5.6023 0.4998  -0.280
75 O -4.2414 -4.6871 -0.5361  -0.255
76 H -5.4173 -7.1566 -0.7856  0.291
77 H -6.4125 -6.8327 0.6528  0.302
78 H -3.7820 -6.2326 0.7714  0.326
79 H -4.9419 -5.0240 1.3696  0.230
80 O 6.0394 -0.4359 -5.8755  -0.598
81 S 6.5022 0.9042 -5.8314  1.239
82 O 5.7868 1.9153 -5.1381  -0.617
83 O 6.7595 1.3993 -7.3284  -0.355
84 C 8.1217 1.8411 -7.4760  -0.244
85 C 8.8945 1.0147 -6.4752  -0.240
86 O 8.0147 0.9269 -5.3343  -0.315
87 H 8.1643 2.9056 -7.2381  0.280
88 H 8.4607 1.6823 -8.4942  0.214
89 H 9.8352 1.4737 -6.1888  0.345
90 H 9.0787 0.0101 -6.8414  0.279
91 O -1.4335 -0.6098 9.9113  -0.543
92 S -2.4650 0.0730 10.6012  1.074
93 O -2.1889 1.1387 11.4914  -0.533
94 O -3.3789 -1.0159 11.3432  -0.342
95 C -4.7431 -0.8970 10.9147  -0.323
96 C -4.6518 -0.3658 9.5021  0.055
97 O -3.5634 0.5715 9.5449  -0.292
98 H -5.2518 -0.1925 11.5757  0.298
99 H -5.2372 -1.8628 10.9649  0.310
100 H -5.5612 0.1286 9.1792  0.335
101 H -4.3961 -1.1554 8.7962  -0.075
102 O -5.3109 1.9009 -3.6904  -0.604
103 S -3.9752 1.7382 -4.1370  1.196
104 O -3.0528 2.8126 -4.1483  -0.559
105 O -4.0083 1.0649 -5.5849  -0.318
106 C -3.2697 -0.1629 -5.5754  -0.396
107 C -3.3936 -0.6694 -4.1558  -0.334
108 O -3.3081 0.5138 -3.3383  -0.323
109 H -2.2315 0.0558 -5.8331  0.298
110 H -3.6873 -0.8536 -6.3022  0.339
111 H -2.6013 -1.3623 -3.8876  0.344
112 H -4.3637 -1.1389 -3.9807  0.281
113 O 11.8570 -0.3801 -10.6508  -0.555
114 S 10.5912 -0.4576 -10.0272  1.043
115 O 10.3986 -0.0594 -8.6772  -0.469
116 O 10.0133 -1.9342 -10.2256  -0.309
117 C 8.7375 -1.8864 -10.8821  -0.288
118 C 8.7974 -0.6374 -11.7356  -0.328
119 O 9.5067 0.3104 -10.9219  -0.316
120 H 7.9595 -1.8136 -10.1195  0.262
121 H 8.5874 -2.7877 -11.4689  0.312
122 H 7.8136 -0.2530 -11.9871  0.319
123 H 9.3705 -0.8016 -12.6499  0.294

Force components x, y, z for each atom (eV/Å):
-0.48 -0.26 0.11
0.07 0.26 0.05
-0.20 -0.15 0.51
0.18 -0.67 -0.32
0.81 1.22 0.07
-0.71 -0.67 0.23
0.03 0.49 -0.47
0.12 -0.37 0.64
-1.15 0.30 -0.42
1.37 -0.02 0.28
-0.66 0.11 0.01
-0.01 0.27 -0.46
-0.13 -0.20 0.39
0.08 0.38 -0.34
0.25 -0.60 0.64
-0.18 0.08 0.01
0.40 -0.25 -0.15
-0.59 -0.53 1.34
0.33 0.29 -0.93
-0.15 0.68 -0.60
0.30 -0.07 0.39
-0.14 -0.12 0.10
0.21 0.36 -0.04
0.03 0.18 -0.15
0.09 -0.23 0.13
0.29 -0.03 -0.23
0.16 0.21 -0.25
-0.02 0.02 -0.31
-0.10 -0.32 0.22
-0.11 0.09 -0.33
0.22 0.11 -0.24
0.04 -0.29 0.27
-0.10 -0.26 0.18
0.17 0.01 -0.23
-0.39 -0.09 -0.14
-0.06 0.02 0.28
-0.02 -0.08 -0.64
0.12 0.03 0.25
0.20 -0.21 0.07
0.04 0.39 -0.27
-0.09 -0.55 -0.18
-0.24 0.28 0.10
0.00 -0.01 0.00
-0.09 -0.06 0.22
0.02 0.11 0.41
-0.02 0.02 0.01
0.01 -0.20 0.12
-0.02 0.48 -0.06
-0.03 -0.21 -0.07
-0.28 -0.03 -0.01
0.24 0.09 -0.31
-0.26 0.24 0.28
0.36 -0.08 0.02
-0.02 0.02 -0.01
-0.01 -0.14 0.17
-0.02 -0.19 -0.16
0.03 0.01 0.01
0.10 0.18 0.11
-0.18 -0.44 -0.07
0.09 0.18 -0.07
0.26 -0.08 -0.09
-0.37 -0.01 -0.22
0.18 -0.30 0.26
-0.30 0.21 0.14
0.02 -0.01 -0.02
0.14 0.10 0.17
0.09 0.18 -0.19
0.00 0.00 -0.02
-0.21 0.17 -0.16
0.10 -0.33 0.36
0.08 0.17 -0.16
0.13 0.24 0.15
0.23 -0.33 -0.13
-0.20 0.12 0.39
-0.09 -0.20 -0.28
0.01 0.00 0.02
-0.17 0.14 -0.05
0.13 0.10 -0.17
0.00 -0.03 0.01
-0.34 -0.03 0.12
0.79 0.20 -0.57
-0.21 -0.03 0.19
0.06 -0.33 0.10
0.19 0.43 0.11
0.09 -0.34 -0.17
-0.27 0.35 -0.06
-0.01 -0.02 0.01
-0.18 -0.15 -0.06
-0.08 0.03 0.23
0.01 -0.03 -0.01
0.20 -0.02 0.07
-0.39 -0.16 -0.10
0.15 0.14 0.00
0.10 -0.01 -0.29
-0.27 0.30 0.17
0.07 -0.32 -0.11
-0.05 0.08 0.33
-0.01 0.00 -0.02
0.20 -0.10 0.04
0.09 0.18 -0.01
-0.02 -0.02 0.00
-0.08 0.23 0.06
0.17 -0.40 -0.06
-0.06 0.23 0.18
-0.17 -0.11 0.24
0.47 -0.07 -0.04
-0.38 -0.31 0.11
0.01 0.11 -0.63
-0.01 -0.01 0.01
-0.17 0.13 -0.03
0.09 0.15 0.15
0.02 -0.03 -0.02
0.22 0.00 0.14
-0.31 -0.22 -0.34
0.19 0.15 -0.03
0.13 0.20 -0.19
-0.40 0.08 0.18
0.17 -0.20 -0.38
-0.13 -0.13 0.32
0.00 0.00 -0.02
0.22 -0.07 0.05
0.03 0.19 0.15
-0.02 -0.02 0.00

As for the SMILES: C[C@H](COC(=O)CSC1=CC(=O)C=CC1=O)OC(=O)CS.O=S1(=O)OCCO1.O=S1(=O)OCCO1.O=S1(=O)OCCO1.O=S1(=O)OCCO1.O=S1(=O)OCCO1.O=S1(=O)OCCO1.O=S1(=O)OCCO1.O=S1(=O)OCCO1. The lowest unoccupied orbital energy comes out at -1.754 eV.

Q: Which E_HOMO values were calculated for the entries above? A: -15.17, -9.24, -9.57, in eV.